No. 1
The following is a quantum chemistry calculation of an isolated molecule of C6H17ClN2Si in a non-equilibrium geometry, from the Open Molecules 2025 dataset.

- Multiplicity: 3
- Net charge: 0
- E_LUMO (alpha / beta): 0.77 / -2.35 eV
- Orbital gap (alpha / beta): 3.79 / 6.91 eV
- HOMO (alpha / beta): -0.1111 / -0.3403 Eh
- Energy above the lowest of the compared OMol25 structures with the same formula, charge and spin: 50.69 kcal/mol
- ⟨S²⟩: 2.005

Geometry as XYZ:
```
27
Properties=species:S:1:pos:R:3:nbo_charge:R:1
C 2.42 -0.53 -0.81 -0.637
C 0.37 -0.18 3.23 -0.645
C -1.63 0.79 -2.00 -0.410
C -1.98 -1.34 -0.90 -0.406
C 1.66 0.66 -1.35 -0.318
C -0.42 -0.55 1.97 -0.931
N 1.00 1.46 -0.38 -0.493
N -1.38 0.02 -0.71 -0.915
Si -0.65 0.80 0.67 1.536
Cl -1.37 2.51 1.22 -0.366
H 1.93 -1.34 -0.41 0.222
H 3.08 -0.91 -1.63 0.223
H 3.24 -0.31 -0.01 0.221
H -0.02 0.80 3.48 0.213
H 0.41 -0.97 3.90 0.208
H 1.40 0.02 2.79 0.180
H -0.95 0.34 -2.75 0.185
H -2.62 0.74 -2.26 0.196
H -1.48 1.91 -1.85 0.212
H -1.77 -1.88 0.09 0.213
H -3.06 -1.30 -0.80 0.187
H -1.75 -1.85 -1.80 0.198
H 2.22 1.46 -1.88 0.240
H 1.00 0.19 -2.02 0.204
H -1.49 -0.73 2.28 0.220
H 0.05 -1.47 1.57 0.237
H 1.80 1.64 0.35 0.226
```

---

No. 2
The following is a quantum chemistry calculation of an isolated molecule of C6H17ClN5O2P in a non-equilibrium geometry, from the Open Molecules 2025 dataset.

- SMILES string: CC[C@@H](Cl)N(CC(N)(N)N)C(=O)O[PH2]=N
- Net charge: 0
- E_LUMO: -0.04 eV
- Orbital gap: 8.88 eV
- HOMO: -0.3276 Eh

Geometry as XYZ:
```
32
Properties=species:S:1:pos:R:3:nbo_charge:R:1
C 0.41 -3.72 -0.14 -0.635
C 0.54 -2.41 -1.15 -0.430
C 0.00 -1.12 -0.25 -0.018
Cl 0.63 -1.16 1.51 -0.103
N 0.16 0.21 -0.94 -0.476
C -0.38 1.38 -0.14 -0.274
C -1.99 1.35 0.13 0.420
N -2.55 2.77 0.27 -0.852
N -2.25 0.66 1.46 -0.890
N -2.81 0.68 -0.95 -0.839
C 1.64 0.51 -1.26 0.895
O 1.82 1.45 -2.23 -0.538
O 2.80 -0.11 -0.69 -0.807
P 3.68 0.61 0.55 1.552
N 3.18 1.99 1.20 -1.279
H 1.32 -3.76 0.60 0.230
H -0.64 -3.66 0.43 0.220
H 0.45 -4.67 -0.83 0.218
H -0.19 -2.62 -2.06 0.230
H 1.62 -2.26 -1.58 0.228
H -1.18 -1.30 -0.17 0.230
H 0.18 1.57 0.88 0.220
H -0.17 2.35 -0.80 0.257
H -1.84 3.33 0.82 0.361
H -3.40 2.73 0.92 0.359
H -3.21 0.23 1.41 0.362
H -2.18 1.39 2.21 0.367
H -3.76 1.17 -0.90 0.371
H -3.05 -0.32 -0.70 0.353
H 3.81 -0.34 1.65 -0.050
H 5.05 0.84 0.08 -0.052
H 2.30 2.23 0.70 0.364
```

---

No. 3
The following is a quantum chemistry calculation of a structure of composition C6H17F3Hf2NO3 in a non-equilibrium geometry, from the Open Molecules 2025 dataset.

- Net charge: +5
- E_LUMO: -23.12 eV
- Orbital gap: 2.23 eV
- HOMO: -0.9314 Eh

Geometry as XYZ:
```
32
Properties=species:S:1:pos:R:3:nbo_charge:R:1
Hf -2.16 -1.29 -2.26 3.029
Hf -3.61 0.54 1.87 2.372
F -2.37 -0.37 -0.05 -0.811
F -3.63 0.58 -2.32 -0.676
F -2.02 -3.03 -0.77 -0.655
C 2.52 -1.91 -1.38 -0.634
C 1.23 -1.88 -0.56 -0.076
C 1.25 -1.51 0.94 -0.115
O 2.09 -2.55 1.58 -0.079
C 2.54 -2.38 2.85 -0.258
N 0.27 -0.91 -1.22 -0.917
H 3.34 -2.41 -0.86 0.299
H 2.91 -0.90 -1.47 0.247
H 2.18 -2.42 -2.28 0.260
H 0.80 -2.89 -0.55 0.258
H 0.28 -1.67 1.42 0.272
H 1.53 -0.46 1.10 0.254
H 2.86 -3.34 3.29 0.360
H 1.93 -1.72 3.47 0.285
H 3.53 -1.86 2.81 0.439
H 0.73 -0.71 -2.11 0.427
H 0.45 -0.13 -0.60 0.412
C -1.85 3.70 -0.98 -0.107
C -1.95 3.64 0.54 -0.116
O -2.08 2.24 0.89 -0.841
O -0.62 3.00 -1.23 -0.670
H -1.67 4.75 -1.26 0.292
H -2.68 3.15 -1.42 0.211
H -2.80 4.21 0.93 0.256
H -1.14 4.04 1.14 0.259
H -1.23 1.91 0.57 0.531
H -0.63 2.57 -2.09 0.492
```

---

No. 4
The following is a quantum chemistry calculation of a structure of composition C6H17IrN3O7P2, from the Open Molecules 2025 dataset.

- Multiplicity: 2
- Net charge: +2
- E_LUMO (alpha / beta): -9.22 / -10.43 eV
- Orbital gap (alpha / beta): 8.14 / 6.91 eV
- HOMO (alpha / beta): -0.6383 / -0.6371 Eh
- Energy above the lowest of the compared OMol25 structures with the same formula, charge and spin: 36.88 kcal/mol
- ⟨S²⟩: 0.754

Geometry as XYZ:
```
36
Properties=species:S:1:pos:R:3:nbo_charge:R:1
Ir 0.31 -0.17 -0.07 1.549
C -1.03 0.43 2.48 -0.261
C -1.86 -0.62 1.76 -0.253
N -1.75 -0.37 0.30 -0.558
C -2.51 0.83 -0.20 -0.261
C -1.66 1.62 -1.18 -0.250
N -0.28 1.76 -0.62 -0.555
C -0.19 2.70 0.55 -0.262
C 0.68 2.08 1.64 -0.254
N 0.28 0.63 1.77 -0.453
H -1.54 1.39 2.51 0.226
H -0.83 0.13 3.51 0.275
H -1.48 -1.62 1.94 0.260
H -2.90 -0.57 2.09 0.259
H -2.08 -1.20 -0.18 0.451
H -3.44 0.51 -0.67 0.273
H -2.79 1.44 0.66 0.221
H -1.57 1.09 -2.13 0.247
H -2.09 2.60 -1.37 0.261
H 0.36 2.07 -1.35 0.451
H 0.24 3.65 0.22 0.276
H -1.19 2.90 0.90 0.223
H 1.73 2.11 1.38 0.274
H 0.52 2.58 2.60 0.260
H 1.03 0.16 2.28 0.447
O 3.88 -1.11 0.15 -0.988
P 3.13 -0.44 -1.06 2.544
O 3.90 -0.01 -2.19 -0.991
O 2.13 0.57 -0.35 -1.051
O 1.92 -1.51 -1.45 -1.116
P 1.27 -2.88 -0.87 2.535
O 2.26 -3.45 0.19 -0.975
O 0.72 -3.76 -1.87 -0.991
O 0.18 -2.08 0.06 -0.923
H 4.81 -1.33 -0.03 0.552
H 2.50 -4.38 0.05 0.557
```

---

No. 5
The following is a quantum chemistry calculation of a cluster of 2 separate species, C6H17N2 in total in a non-equilibrium geometry, from the Open Molecules 2025 dataset.

- Net charge: +1
- E_LUMO: -3.79 eV
- Orbital gap: 7.43 eV
- HOMO: -0.4124 Eh
- Energy above the lowest of the compared OMol25 structures with the same formula, charge and spin: 43.02 kcal/mol

Geometry as XYZ:
```
25
Properties=species:S:1:pos:R:3:nbo_charge:R:1
C 1.66 -0.36 -0.55 -0.208
C 3.06 0.19 -0.29 -0.415
C 3.30 0.28 1.22 -0.603
N 1.30 -0.19 -2.03 -0.676
H 1.59 -1.42 -0.33 0.230
H 0.90 0.18 0.02 0.223
H 3.07 1.20 -0.74 0.195
H 3.79 -0.39 -0.86 0.223
H 2.45 0.76 1.70 0.218
H 3.34 -0.75 1.58 0.221
H 4.24 0.79 1.44 0.247
H 1.69 0.72 -2.28 0.443
H 1.69 -0.95 -2.59 0.447
H 0.29 -0.17 -2.16 0.448
C -3.72 1.46 0.66 -0.464
C -3.26 0.21 0.60 -0.016
N -1.89 -0.10 0.83 -0.605
C -1.42 -1.29 0.13 -0.400
H -2.99 2.25 0.76 0.186
H -4.74 1.70 0.40 0.225
H -3.90 -0.65 0.47 0.199
H -1.35 0.71 0.52 0.343
H -0.41 -1.52 0.48 0.183
H -2.06 -2.14 0.32 0.230
H -1.35 -1.13 -0.96 0.125
```

---

No. 6
The following is a quantum chemistry calculation of the ion C6H17N2O with charge +1 in a non-equilibrium geometry, from the Open Molecules 2025 dataset.

- SMILES string: C[NH2+][C@](C)(N)C(C)(C)O
- Net charge: +1
- E_LUMO: -2.79 eV
- Orbital gap: 11.50 eV
- HOMO: -0.5252 Eh
- Energy above the lowest of the compared OMol25 structures with the same formula, charge and spin: 50.38 kcal/mol

Geometry as XYZ:
```
26
Properties=species:S:1:pos:R:3:nbo_charge:R:1
C -2.41 1.38 -0.02 -0.429
N -1.40 0.46 -0.57 -0.608
C 0.28 0.60 -0.03 0.416
C 0.05 1.19 1.36 -0.667
N 1.00 1.35 -0.96 -0.833
C 0.63 -1.03 -0.03 0.248
C 1.75 -1.32 0.94 -0.666
C 0.82 -1.52 -1.43 -0.668
O -0.56 -1.63 0.68 -0.798
H -2.02 2.37 -0.30 0.217
H -3.40 1.28 -0.57 0.243
H -2.53 1.11 1.02 0.233
H -1.58 -0.48 -0.32 0.443
H -1.32 0.54 -1.61 0.404
H -0.44 2.11 1.24 0.227
H 1.18 1.32 1.64 0.256
H -0.46 0.62 2.02 0.245
H 0.93 1.12 -1.91 0.392
H 1.02 2.35 -0.86 0.402
H 1.42 -0.95 1.95 0.234
H 2.73 -0.89 0.62 0.246
H 1.90 -2.43 1.13 0.236
H -0.01 -1.03 -2.03 0.196
H 0.78 -2.66 -1.40 0.261
H 1.86 -1.38 -1.75 0.257
H -0.24 -2.47 1.20 0.513
```